No. 1
Computed, not measured: one molecule with the formula C20H15ClF3NO4 at a distorted geometry, with the ωB97M-V functional and the def2-TZVPD basis.

Computed properties:
- frontier orbital gap (eV) = 8.49
- E_LUMO (eV) = 0.1
- highest occupied orbital energy (eV) = -8.39
- ΔE to the lowest compared entry with this formula, charge and spin (kcal/mol) = 44.8
- SMILES = Cc1[nH]c(CO)c(-c2ccc(Oc3ccc(OC(F)(F)F)cc3)cc2)c(=O)c1Cl

Cartesian coordinates (Å):
C1 -2.34345 5.65867 3.12879
C2 -1.74431 4.23243 2.90132
N1 -1.30011 3.86469 1.61893
C3 -0.71616 2.63208 1.38409
C4 -0.67723 2.04887 -0.02542
O1 -1.55178 2.73726 -0.97225
C5 -0.25423 1.87040 2.48454
C6 0.32943 0.52654 2.10306
C7 -0.36014 -0.66917 2.36551
C8 0.09522 -1.84140 1.81378
C9 1.20222 -1.89134 1.01054
O2 1.47306 -3.08411 0.42295
C10 1.38804 -3.15685 -0.93115
C11 2.40906 -3.71154 -1.79153
C12 2.23372 -3.57614 -3.20771
C13 1.08030 -3.05044 -3.83787
O3 0.96700 -3.05456 -5.14141
C14 0.25279 -4.09907 -5.83211
F1 0.27383 -3.95441 -7.16824
F2 -0.90842 -4.13220 -5.44266
F3 0.82265 -5.30068 -5.66233
C15 0.10655 -2.58017 -2.93874
C16 0.20547 -2.59545 -1.54869
C17 1.96930 -0.77821 0.78606
C18 1.51293 0.46414 1.36962
C19 -0.50182 2.32690 3.90345
O4 -0.09445 1.70294 4.90217
C20 -1.34071 3.54511 4.09752
Cl1 -1.70006 3.86160 5.76347
H1 -3.30816 5.50057 3.56903
H2 -1.63555 6.20923 3.78487
H3 -2.49697 6.17576 2.19875
H4 -1.44842 4.41039 0.77699
H5 -0.94094 0.97968 -0.05190
H6 0.31672 1.95887 -0.50920
H7 -1.61837 2.30269 -1.81632
H8 -1.20049 -0.59154 3.07041
H9 -0.46262 -2.73898 1.98785
H10 3.30067 -4.21363 -1.40010
H11 3.00588 -3.83601 -3.94784
H12 -0.67754 -2.25776 -3.53558
H13 -0.59254 -2.29214 -0.96169
H14 2.89125 -0.97924 0.18424
H15 2.03841 1.37619 1.09482


No. 2
Computed, not measured: C20H15MoS2SbSe4 as an isolated structure at a distorted geometry, with the ωB97M-V functional and the def2-TZVPD basis.

Computed properties:
- multiplicity = 3
- frontier orbital gap (alpha / beta) (eV) = 6.22 / 6.42
- E_LUMO (alpha / beta) (eV) = 4.5 / 4.4
- highest occupied orbital energy (alpha / beta) (eV) = -1.75 / -2.02
- charge = -2
- expectation value of S² = 2.038

Cartesian coordinates (Å):
Mo1 1.93858 -1.38256 -0.53585
Se1 -0.61777 -3.58550 -3.90407
Sb1 1.72271 -3.33573 -3.41275
Se2 2.40680 -0.95082 -2.99451
Se3 2.09177 -3.68956 -0.88793
Se4 3.32803 -4.45675 -4.81010
S1 1.50966 -1.00788 1.84736
C1 2.72842 0.12334 2.40168
C2 2.75413 0.54053 3.74100
C3 3.70437 1.43516 4.19977
C4 4.66281 1.93841 3.31911
C5 4.64451 1.53772 1.99485
C6 3.68417 0.63805 1.51854
S2 3.69086 0.18704 -0.18954
H1 2.00594 0.14186 4.41699
H2 3.70169 1.74150 5.23969
H3 5.41346 2.64052 3.66398
H4 5.37936 1.92378 1.29687
C7 -5.37106 -1.09963 -0.60195
C8 -4.78444 -2.23877 -0.06459
C9 -3.40890 -2.40929 -0.13211
C10 -2.57452 -1.45390 -0.71920
C11 -3.18375 -0.32822 -1.27857
C12 -4.55916 -0.15288 -1.21556
C13 -1.11176 -1.72300 -0.71354
C14 -0.10275 -0.84678 -0.69808
C15 -0.32621 0.63870 -0.69210
C16 -0.16930 1.39178 -1.85376
C17 -0.40170 2.76001 -1.84878
C18 -0.78303 3.40473 -0.67835
C19 -0.92573 2.66323 0.48940
C20 -0.69380 1.29451 0.48263
H5 -6.44470 -0.95847 -0.55580
H6 -5.39909 -2.99890 0.40459
H7 -2.95505 -3.30369 0.28088
H8 -2.57881 0.41316 -1.77998
H9 -5.00043 0.73272 -1.65928
H10 -0.87387 -2.77837 -0.67582
H11 0.13396 0.88559 -2.76171
H12 -0.27772 3.32581 -2.76553
H13 -0.95709 4.47457 -0.67316
H14 -1.21097 3.15322 1.41381
H15 -0.78961 0.71477 1.39147


No. 3
Computed, not measured: C20H15N4O5Pt as an isolated structure, with the ωB97M-V functional and the def2-TZVPD basis.

Computed properties:
- multiplicity = 3
- frontier orbital gap (alpha / beta) (eV) = 6.67 / 7.34
- E_LUMO (alpha / beta) (eV) = 2.8 / 2.7
- highest occupied orbital energy (alpha / beta) (eV) = -3.84 / -4.66
- charge = -1
- expectation value of S² = 2.007

Cartesian coordinates (Å):
Pt1 -0.43374 0.48931 -0.54436
O1 -0.92136 -4.22923 -0.91882
C1 -0.97316 -4.46795 0.40497
C2 -1.05844 -5.80125 0.81558
C3 -1.10246 -6.11989 2.15837
C4 -1.06282 -5.11675 3.12206
C5 -0.99003 -3.79646 2.71511
C6 -0.95027 -3.44468 1.36740
C7 -0.87704 -2.00397 0.95658
O2 -0.61709 -1.76652 -0.28299
N1 -1.06908 -1.12791 1.90551
N2 -1.01789 0.18155 1.42787
C8 -0.98976 1.11441 2.31390
C9 -0.99938 2.54508 2.06558
C10 -1.03232 3.33907 3.22724
C11 -1.07508 4.71208 3.19890
C12 -1.08744 5.34196 1.94659
C13 -1.05601 4.60503 0.79113
C14 -1.00023 3.18114 0.78595
O3 -0.96991 2.59007 -0.36394
H1 -0.80052 -3.24851 -1.00423
H2 -1.08153 -6.56696 0.05084
H3 -1.16421 -7.15971 2.45818
H4 -1.08854 -5.36351 4.17554
H5 -0.96699 -2.99375 3.43945
H6 -0.98489 0.79498 3.35688
H7 -1.02757 2.82787 4.18481
H8 -1.09788 5.28636 4.11543
H9 -1.12767 6.42432 1.88793
H10 -1.06655 5.08311 -0.18034
O4 0.12879 0.61494 -2.69333
N3 1.35118 0.41850 -2.95565
N4 2.11579 0.20784 -1.95398
O5 1.72459 0.19275 -0.69548
C15 3.50563 -0.02274 -2.20941
C16 4.01137 -0.00601 -3.50442
C17 5.36190 -0.23724 -3.69881
C18 6.20360 -0.48362 -2.61992
C19 5.68086 -0.49608 -1.33695
C20 4.32830 -0.26612 -1.12152
H11 3.35168 0.18240 -4.33720
H12 5.75813 -0.22588 -4.70630
H13 7.25820 -0.66499 -2.78264
H14 6.32454 -0.68848 -0.48813
H15 3.89531 -0.27536 -0.13315


No. 4
Computed, not measured: an isolated ion of composition C20H15N6O3 and charge -1 at a distorted geometry, with the ωB97M-V functional and the def2-TZVPD basis.

Computed properties:
- frontier orbital gap (eV) = 6.41
- E_LUMO (eV) = 2.4
- highest occupied orbital energy (eV) = -4.04
- ΔE to the lowest compared entry with this formula, charge and spin (kcal/mol) = 0.0
- charge = -1

Cartesian coordinates (Å):
C1 2.14525 -3.13813 -2.90743
C2 0.97869 -2.67237 -3.53405
C3 0.03009 -1.93496 -2.79816
C4 0.26532 -1.64152 -1.43679
C5 -0.61809 -0.78281 -0.60854
N1 -0.22088 -0.64470 0.64137
C6 -0.83498 0.17295 1.59458
C7 -1.00557 -0.53174 2.86174
N2 -1.29555 -1.18671 3.82373
C8 -1.82137 -0.11450 -1.21002
C9 -1.65509 0.58422 -2.41994
C10 -2.72990 1.27799 -3.00105
C11 -3.98986 1.24384 -2.39418
C12 -4.17009 0.51435 -1.20840
C13 -3.10065 -0.18170 -0.62666
C14 1.42587 -2.12998 -0.82630
C15 2.36517 -2.86389 -1.54993
H1 2.86172 -3.71720 -3.47855
H2 0.79411 -2.87273 -4.59290
H3 -0.86348 -1.55417 -3.31030
H4 -1.70596 0.79508 1.32134
H5 -0.67512 0.58628 -2.90931
H6 -2.56370 1.83490 -3.91539
H7 -4.81277 1.77865 -2.83898
H8 -5.13698 0.49429 -0.72952
H9 -3.25100 -0.79859 0.27079
H10 1.59181 -1.88331 0.21971
H11 3.25106 -3.21354 -1.05437
C16 2.13926 -0.62603 4.53197
O1 3.00477 0.04093 3.58095
C17 2.33004 0.78870 2.71416
N3 3.09586 1.45288 1.81259
C18 2.35321 2.23816 1.02221
N4 2.87570 3.26178 0.31544
O2 1.77201 3.95045 -0.12197
N5 0.49565 3.32294 0.32659
O3 -0.52881 3.87709 0.00404
C19 0.92774 2.20367 0.97868
C20 0.17319 1.52082 2.01912
N6 0.99168 0.80133 2.90565
H12 2.82854 -1.06827 5.22237
H13 1.45379 0.06617 5.01374
H14 1.57847 -1.40827 4.02502
H15 -0.74917 2.15765 2.26695


No. 5
Computed, not measured: C20H16BF4N4O6Ti as an isolated structure at a distorted geometry, with the ωB97M-V functional and the def2-TZVPD basis.

Computed properties:
- multiplicity = 3
- frontier orbital gap (alpha / beta) (eV) = 4.66 / 7.92
- E_LUMO (alpha / beta) (eV) = 2.2 / 2.2
- highest occupied orbital energy (alpha / beta) (eV) = -2.44 / -5.71
- ΔE to the lowest compared entry with this formula, charge and spin (kcal/mol) = 7.7
- charge = -1
- expectation value of S² = 2.026

Cartesian coordinates (Å):
Ti1 -0.92108 -2.82314 2.18878
O1 -6.67555 -1.25203 1.38873
C1 -5.40493 -1.66143 1.60854
C2 -5.01561 -2.98881 1.48146
C3 -3.70107 -3.29867 1.70726
N1 -2.83725 -2.36861 2.05599
C4 -3.20380 -1.08563 2.20260
C5 -4.49005 -0.68749 1.97309
C6 -2.01551 -0.23461 2.65608
O2 -2.09501 0.95934 2.76795
O3 -0.99244 -1.01787 2.89688
C7 -3.01854 -4.65077 1.54829
O4 -3.62317 -5.65912 1.28817
O5 -1.73810 -4.49126 1.71586
H1 -7.22279 -2.01348 1.16316
H2 -5.70768 -3.77709 1.20242
H3 -4.77635 0.35211 2.07815
C8 2.93398 5.98911 -4.17127
C9 3.12210 4.89037 -3.15144
C10 4.39037 4.49091 -2.73863
C11 4.56598 3.46039 -1.82652
C12 3.47004 2.80582 -1.26778
N2 3.68633 1.79618 -0.31245
C13 2.85292 0.72873 0.06673
O6 3.01995 0.17441 1.13333
N3 1.95608 0.36279 -0.87971
C14 0.87268 -0.55587 -0.77670
C15 0.04860 -0.63734 -1.92894
C16 -1.04198 -1.53220 -1.87919
C17 -1.29051 -2.26177 -0.76352
N4 -0.50431 -2.17056 0.37915
C18 0.60993 -1.31053 0.31890
C19 2.19591 3.21149 -1.65294
C20 2.03770 4.22856 -2.58761
H4 3.76703 6.69548 -4.15411
H5 2.01605 6.55051 -3.98720
H6 2.86778 5.58510 -5.18491
H7 5.26585 4.98767 -3.14851
H8 5.56520 3.15249 -1.53650
H9 4.47144 1.89197 0.30817
H10 2.03239 0.82101 -1.77250
H11 0.25348 -0.03465 -2.80777
H12 -1.69564 -1.65139 -2.73598
H13 -2.11677 -2.95592 -0.72089
H14 1.21425 -1.22438 1.20627
H15 1.32415 2.75146 -1.20210
H16 1.03091 4.52448 -2.86563
F1 -0.46718 -3.68451 4.12062
B1 0.96702 -3.61719 3.79439
F2 0.93994 -3.88027 2.34725
F3 1.67618 -4.56465 4.48227
F4 1.40108 -2.31917 3.97229


No. 6
Computed, not measured: C20H16BrIrN2OS2 as an isolated structure at a distorted geometry, with the ωB97M-V functional and the def2-TZVPD basis.

Computed properties:
- multiplicity = 2
- frontier orbital gap (alpha / beta) (eV) = 6.36 / 5.42
- E_LUMO (alpha / beta) (eV) = -4.2 / -5.2
- highest occupied orbital energy (alpha / beta) (eV) = -10.51 / -10.67
- ΔE to the lowest compared entry with this formula, charge and spin (kcal/mol) = 2.6
- charge = +1
- expectation value of S² = 0.799

Cartesian coordinates (Å):
Ir1 0.46143 -0.07270 -1.12052
Br1 5.27668 -2.19053 3.97160
C1 3.82619 -1.97922 2.78858
C2 3.22455 -3.12685 2.21567
C3 2.17111 -3.02205 1.35394
C4 1.66046 -1.75528 0.98611
O1 0.67277 -1.69928 0.15231
C5 2.26469 -0.60381 1.57653
C6 1.75326 0.67994 1.33603
N1 0.79749 0.97012 0.48960
C7 0.09717 2.21276 0.51223
C8 0.41211 3.34543 1.20741
C9 -0.45264 4.46212 1.14606
C10 -1.62262 4.42055 0.43909
C11 -1.98660 3.24290 -0.25526
C12 -3.18349 3.08498 -0.99654
C13 -3.42917 1.90696 -1.63814
C14 -2.47429 0.87203 -1.57531
N2 -1.35666 0.99051 -0.89596
C15 -1.10866 2.15728 -0.22007
C16 3.34987 -0.74614 2.48842
H1 3.61086 -4.10455 2.47315
H2 1.71158 -3.89894 0.91933
H3 2.11105 1.47936 1.97845
H4 1.30943 3.41229 1.80749
H5 -0.17555 5.36124 1.67887
H6 -2.27877 5.28020 0.39973
H7 -3.89124 3.90335 -1.04394
H8 -4.33385 1.75050 -2.20712
H9 -2.63346 -0.06505 -2.09324
H10 3.78596 0.13645 2.94042
C17 4.75504 1.11875 -1.84279
C18 3.26752 0.93160 -1.93373
S1 2.63708 -0.59499 -1.60052
C19 2.42148 1.95001 -2.37330
C20 2.92198 3.31560 -2.73396
S2 0.77571 1.63274 -2.60282
H11 5.23466 0.23268 -1.43397
H12 4.98951 1.96957 -1.19939
H13 5.18654 1.32278 -2.82521
H14 3.93803 3.29185 -3.12464
H15 2.91509 3.95082 -1.84355
H16 2.27028 3.78238 -3.47162


Number 1: M 425.8 g/mol. Number 2: M 853.0 g/mol. Number 3: M 586.4 g/mol. Number 4: M 387.4 g/mol. Number 5: M 543.0 g/mol. Number 6: M 636.6 g/mol.